# 1
Molecular formula: C41H37CrF5P2S
Method: DFT, wB97M-V/def2-TZVPD

Its charge is 0. Its expectation value of S² is 6.1331. As for the gap between HOMO and LUMO (alpha / beta): 5.82 / 4.98 eV. The multiplicity is 5.

The geometry in XYZ format:
```
87
Properties=species:S:1:pos:R:3:forces:R:3:lowdin_charge:R:1
Cr -0.85576 0.66170 -1.86089 -0.12 -0.76 2.97 0.44
C -2.35901 1.10220 -3.67218 -0.30 -0.97 -0.53 -0.15
C -2.10675 -0.17499 -3.24999 -3.15 -1.85 -2.12 -0.26
C -1.19547 -1.17818 -3.88070 1.54 0.97 0.43 -0.16
C 0.18221 -0.48343 -4.09696 0.58 -2.02 -3.00 -0.20
C 0.72250 0.36416 -3.03081 1.72 1.60 1.26 -0.30
C 0.61769 1.81059 -2.93765 -2.50 -2.47 -0.36 -0.20
C -0.16136 2.58098 -3.95019 -0.83 1.49 -1.13 -0.18
C -1.58474 1.99727 -4.54587 2.18 1.20 -1.17 -0.15
C 1.53043 -0.36155 2.08338 0.79 2.58 0.28 -0.19
H -3.33247 1.46764 -3.41626 -0.31 0.30 0.49 0.12
H -2.98317 -0.70763 -2.79068 0.82 0.89 -0.24 0.13
H -1.59161 -1.57825 -4.81631 -0.06 0.13 -0.06 0.13
H -1.07832 -2.00770 -3.18820 0.04 -0.17 -0.03 0.08
H 0.91652 -1.31836 -4.34737 -0.66 1.03 0.27 0.14
H 0.11716 0.10916 -5.02260 -0.02 -0.28 0.07 0.11
H 1.59121 -0.09056 -2.56177 -0.13 0.26 0.30 0.07
H 1.10156 2.39331 -2.19461 0.88 0.16 0.38 0.07
H 0.52853 2.75954 -4.81730 -0.79 0.04 0.27 0.11
H -0.41886 3.60748 -3.54129 0.43 -1.11 -0.36 0.12
H -2.17746 2.89589 -4.82833 0.27 -0.64 0.36 0.12
H -1.31930 1.52848 -5.52066 -0.30 0.04 0.63 0.11
H 0.84827 0.56449 1.94349 0.62 -1.48 0.34 0.01
H 2.19186 -0.19058 2.97511 -0.56 -0.12 -0.78 0.09
H 0.89726 -1.20447 2.24712 -0.26 -0.66 -0.15 0.03
P -1.35093 -0.90394 0.07158 1.60 0.84 0.45 1.00
P 2.51923 -0.46366 0.56067 -4.23 1.31 0.07 0.99
C 0.12594 -1.67190 -0.67387 -2.49 -0.36 -0.52 -0.37
C 1.45993 -1.43783 -0.53283 2.58 -0.18 -0.42 -0.31
C -2.48688 -2.27576 0.29674 -0.05 -1.12 -0.10 -0.41
C -2.64898 -3.39482 -0.53538 -0.47 0.12 0.35 -0.08
C -3.43186 -4.47140 -0.09803 0.05 0.05 0.00 -0.09
C -3.97857 -4.45607 1.18933 0.08 0.10 0.30 -0.09
C -3.76096 -3.37378 2.05793 -0.20 -0.41 -0.67 -0.06
C -3.04280 -2.28907 1.58644 0.02 0.25 -0.26 -0.13
C -2.86166 0.56994 -0.67738 0.74 0.00 -1.01 -0.29
C -2.47819 1.86721 -1.05502 -2.12 -0.02 2.29 -0.26
C -3.23949 2.93982 -0.67823 -1.42 0.60 -0.11 -0.05
C -4.58181 2.73101 -0.25277 0.79 0.72 0.20 -0.07
C -5.04697 1.44393 -0.11140 0.27 -1.19 0.02 -0.07
C -4.17159 0.31902 -0.26835 -0.03 0.27 0.26 -0.07
C 3.98332 -1.29571 0.83208 1.88 -0.98 0.17 -0.35
C 3.87848 -2.62503 1.25174 0.49 -0.27 -0.28 -0.07
C 5.02389 -3.40564 1.35932 0.25 -0.03 0.12 -0.07
C 6.28023 -2.86257 1.07491 -0.08 0.93 0.11 -0.06
C 6.38223 -1.49831 0.73752 0.16 0.03 0.18 -0.06
C 5.23390 -0.70083 0.64102 0.34 -0.44 -0.21 -0.06
C 2.86561 1.25797 0.02382 -0.04 1.16 0.90 -0.28
C 2.51456 2.36924 0.85711 0.01 -0.26 -0.11 -0.04
C 2.72956 3.68866 0.40492 -0.38 -0.53 0.60 -0.06
C 3.27426 3.92165 -0.85327 -0.10 -0.16 0.64 -0.08
C 3.68530 2.84807 -1.61995 0.06 -0.21 0.17 -0.09
C 3.50983 1.54637 -1.18469 -0.31 -0.43 0.38 -0.12
H -0.12560 -2.54460 -1.30733 0.51 0.43 0.16 0.06
H 2.09654 -2.01303 -1.23557 -0.25 0.24 0.50 0.09
H -2.18835 -3.40695 -1.52016 -0.11 -0.09 0.08 0.09
H -3.61403 -5.33731 -0.75022 0.16 0.46 0.30 0.10
H -4.56635 -5.30381 1.54434 0.16 0.17 -0.18 0.10
H -4.15767 -3.37688 3.07251 0.07 -0.02 -0.28 0.11
H -2.87250 -1.40983 2.19378 -0.06 -0.04 0.16 0.07
H -1.88688 2.16811 -1.90485 1.69 0.58 -0.21 0.06
H -2.83047 3.93394 -0.86909 -0.43 -0.09 0.02 0.12
H -5.23961 3.59114 -0.05622 0.41 -0.50 -0.08 0.11
H -6.09155 1.25144 0.15895 0.43 0.13 -0.09 0.11
H -4.55374 -0.70963 -0.04698 0.52 1.09 -0.18 0.12
H 2.90287 -3.04961 1.45819 0.03 -0.03 -0.04 0.12
H 4.95569 -4.44165 1.68505 -0.07 0.21 -0.09 0.11
H 7.19430 -3.45101 1.19394 -0.42 0.11 -0.16 0.11
H 7.36934 -1.03312 0.57190 -0.62 -0.38 0.11 0.11
H 5.29649 0.36451 0.39566 0.08 -0.50 0.05 0.11
H 2.08591 2.22573 1.87325 0.26 0.06 -1.00 0.11
H 2.44736 4.52655 1.06409 0.16 -0.54 -0.44 0.12
H 3.41027 4.93608 -1.18903 0.04 0.12 -0.15 0.11
H 4.15946 3.01047 -2.56155 0.23 0.12 -0.52 0.11
H 3.87711 0.72510 -1.77972 -0.03 -0.09 -0.30 0.11
F -0.02558 -0.12508 7.84359 -0.04 0.37 -0.37 0.08
C -0.33264 0.21479 6.57328 -0.22 -0.27 -0.57 -0.15
C -0.49713 1.56016 6.16985 0.26 -0.54 0.81 -0.11
F -0.28437 2.54250 7.11455 -0.29 -0.92 -1.16 0.06
C -0.85076 1.85271 4.85470 0.26 -0.43 0.94 -0.27
F -0.93733 3.14106 4.53000 -0.11 0.27 -0.08 0.06
C -1.09229 0.86847 3.86722 0.83 -0.67 2.36 -0.69
S -1.51391 1.26640 2.32499 -0.77 0.94 -1.89 0.64
C -0.86465 -0.45467 4.31510 0.28 -0.32 0.72 -0.25
F -0.93110 -1.50888 3.45940 -0.19 0.36 -0.01 0.02
C -0.51169 -0.80343 5.62027 0.25 0.07 0.34 -0.11
F -0.29367 -2.13338 5.95364 -0.32 1.75 -0.34 0.06
```
Positions in Å, forces in eV/Å.

# 2
Molecular formula: C30H43Cl3CrN5O3Si
Method: DFT, wB97M-V/def2-TZVPD

Its charge is -1. Its expectation value of S² is 6.0558. As for the gap between HOMO and LUMO (alpha / beta): 2.93 / 6.89 eV. The multiplicity is 5.

The geometry in XYZ format:
```
86
Properties=species:S:1:pos:R:3:forces:R:3:lowdin_charge:R:1
C 5.83195 -5.10977 -2.00067 -0.07 0.20 -0.19 -0.03
C 6.45658 -5.76402 -0.81641 1.23 -0.32 0.60 -0.24
H 6.58285 -4.67528 -2.66234 -0.11 -0.11 -0.06 0.07
H 5.17153 -4.29997 -1.67601 -0.04 -0.18 -0.08 0.09
H 5.24723 -5.84812 -2.56826 0.04 0.24 0.03 0.10
C 7.72034 -6.23257 -0.79708 -1.08 0.30 0.07 -0.10
C 8.64327 -6.15831 -1.96122 0.65 0.02 -0.40 -0.11
H 8.13041 -6.70935 0.09559 -0.31 0.12 -0.25 0.10
H 8.61352 -5.18962 -2.48414 -0.05 -0.31 0.17 0.07
H 8.43835 -6.94247 -2.70831 0.05 0.20 0.19 0.08
H 9.66836 -6.30588 -1.60170 -0.10 0.02 -0.25 0.07
Cr 0.39071 -0.45007 -0.04727 -0.37 1.90 -0.41 0.06
Cl -1.57527 -1.41978 -0.47424 -0.51 -0.67 -0.04 0.09
Cl 1.50263 -2.17132 -0.99173 0.03 -0.43 -0.34 0.07
C 0.11141 -2.24046 2.12997 0.47 0.96 -0.42 -0.29
O 0.56910 -1.08873 1.87938 -0.87 -1.44 0.17 -0.16
N 0.31142 -2.83636 3.29908 0.09 0.23 0.13 -0.15
C 1.01364 -2.09402 4.34473 0.12 -0.17 0.04 -0.02
C -0.06757 -4.23089 3.50446 -0.02 0.13 -0.24 -0.02
H -0.47177 -2.77230 1.36431 0.17 -0.02 0.26 0.08
H 0.89249 -1.02518 4.15577 0.02 -0.22 0.03 0.10
H 2.08928 -2.32826 4.34606 -0.30 0.03 0.02 0.08
H 0.57964 -2.34851 5.31754 0.10 0.00 -0.17 0.09
H -0.78331 -4.48768 2.71606 0.12 -0.10 0.23 0.10
H -0.54504 -4.35413 4.48473 0.12 0.04 -0.24 0.09
H 0.80581 -4.89745 3.42198 -0.30 0.25 0.14 0.07
H 3.49004 1.41697 -3.09224 -0.08 0.11 0.35 0.09
H 4.29825 -0.45723 -1.05369 0.01 0.17 0.09 0.08
C 3.65972 2.14035 -2.27969 0.09 0.21 0.09 -0.07
C 4.54794 0.52276 -0.62534 -0.07 -0.25 -0.19 -0.04
N 3.53552 1.50983 -0.97308 -0.20 -0.20 0.54 -0.18
H 2.93342 2.95245 -2.37712 0.12 -0.19 0.02 0.09
C 2.37753 1.50439 -0.30251 -0.30 -0.32 0.09 -0.40
O 2.07759 0.65260 0.58724 0.60 0.77 -0.84 -0.17
H 4.62030 0.43250 0.46224 -0.04 -0.02 -0.24 0.09
H 1.67452 2.31107 -0.54857 0.31 -0.12 0.05 0.11
H 4.67940 2.53304 -2.36766 -0.22 0.08 -0.04 0.08
H 5.50317 0.85486 -1.04101 -0.10 -0.01 0.13 0.09
O 5.27947 -4.49745 0.81629 0.46 -0.51 -0.09 -0.17
C 5.54975 -5.84197 0.39334 -0.41 0.26 0.48 -0.28
C 7.12501 -6.44156 2.33854 -0.35 -0.41 0.04 -0.05
C 6.08167 -6.79288 1.46997 -0.19 0.10 -0.27 -0.20
H 7.51860 -5.42332 2.31722 -0.12 -0.31 0.04 0.12
C 7.65351 -7.40914 3.20406 -0.13 0.19 -0.15 -0.08
H 4.60208 -6.26262 0.01203 0.08 0.02 0.28 0.15
C 5.57377 -8.10191 1.47046 0.46 0.41 0.20 -0.03
H 8.44923 -7.12880 3.89919 -0.22 -0.15 -0.25 0.10
C 7.17717 -8.72298 3.16930 0.02 0.14 -0.12 -0.10
C 6.14214 -9.06838 2.29738 -0.04 0.01 -0.01 -0.09
H 4.75302 -8.34045 0.79248 0.23 -0.05 0.17 0.12
H 7.62669 -9.48256 3.80894 -0.14 0.20 -0.11 0.10
H 5.78057 -10.09765 2.24920 0.09 0.30 0.11 0.10
Si 4.56087 -3.65497 2.06491 0.72 -0.18 -0.13 0.39
Cl 0.63148 0.64876 -2.15887 -0.42 -0.18 -0.01 0.07
C 5.91692 -2.85340 3.08288 0.23 -0.11 0.24 -0.16
C 3.65113 -4.90343 3.12653 -0.13 -0.19 0.22 -0.15
C 3.52845 -2.39173 1.22525 0.18 -0.57 0.65 -0.21
H 6.59415 -3.61876 3.49146 -0.12 0.23 -0.01 0.01
H 5.48326 -2.29854 3.93046 0.13 -0.10 -0.21 0.03
H 6.52077 -2.15250 2.48558 -0.23 -0.19 0.13 0.03
H 4.08156 -1.95917 0.39085 -0.17 -0.13 0.08 0.01
H 3.12829 -1.58784 1.84630 -0.01 -0.06 -0.06 0.04
H 2.70395 -2.98252 0.82182 0.02 0.41 -0.09 -0.05
H 4.36307 -5.68379 3.44177 -0.21 0.21 -0.06 0.03
H 2.85448 -5.39991 2.55253 0.17 0.11 0.11 0.03
H 3.20681 -4.47466 4.03849 0.11 -0.07 -0.26 0.02
N -8.26814 5.88060 -1.32029 1.08 -0.64 0.36 0.06
C -7.29273 5.31671 -0.99714 -0.46 0.29 -0.12 -0.26
C -6.09294 4.64228 -0.59453 -1.72 0.73 -0.70 -0.31
C -5.34880 5.12598 0.48693 1.75 -0.04 1.36 -0.08
C -4.15827 4.49624 0.86677 -1.34 1.10 -0.04 -0.05
C -3.72393 3.35973 0.16882 0.93 -0.44 0.29 -0.25
C -4.46595 2.86543 -0.91844 -1.67 0.37 -1.01 -0.04
C -5.65703 3.50409 -1.29138 1.54 -1.48 -0.14 -0.07
N -2.53819 2.70697 0.55505 0.65 -0.21 0.25 -0.01
C -1.67128 3.07183 1.60067 -0.04 -0.54 -0.43 -0.05
C -0.66256 2.13826 1.61520 -0.39 -0.27 -0.80 -0.14
N -0.86915 1.23456 0.58674 0.83 -0.22 0.76 -0.10
C -2.00062 1.58044 -0.01620 -0.37 1.03 0.52 -0.19
H -5.70249 6.00410 1.03381 0.18 -0.29 -0.18 0.10
H -3.56866 4.88351 1.69632 -0.30 0.00 -0.18 0.08
H -4.12083 1.99544 -1.47653 -0.23 0.28 0.12 0.09
H -6.24699 3.11618 -2.12808 0.28 0.16 0.31 0.10
H -1.82009 3.93583 2.22581 -0.10 -0.14 -0.11 0.09
H 0.17087 2.03207 2.29583 -0.06 0.09 -0.19 0.10
H -2.48714 1.05229 -0.81227 0.24 -0.05 -0.03 0.07
```
Positions in Å, forces in eV/Å.

# 3
Molecular formula: C8H16NO
Method: DFT, wB97M-V/def2-TZVPD

Its charge is +1. Its expectation value of S² is 2.0132. As for the gap between HOMO and LUMO (alpha / beta): 6.96 / 6.65 eV. The multiplicity is 3.

The geometry in XYZ format:
```
26
Properties=species:S:1:pos:R:3:forces:R:3:lowdin_charge:R:1
C 2.32863 1.45512 0.83886 2.20 -2.16 -2.91 -0.09
C 2.71155 -0.09680 0.56217 4.68 1.88 0.63 -0.17
C 0.51098 -2.11537 0.84587 1.31 4.61 5.32 0.02
C 0.27545 -2.49482 -0.36773 -4.16 -1.54 -6.69 0.11
C -0.81083 -0.62090 -0.20014 -1.64 3.37 0.90 -0.30
C -1.55773 1.17094 -1.84177 -0.88 -2.17 -0.01 -0.01
C -2.88685 0.38734 0.11763 -4.42 1.82 2.16 -0.09
C -1.55750 0.65244 -0.38846 2.05 -0.23 -1.10 -0.39
N 0.00099 -0.85452 0.91616 1.42 0.00 3.75 0.17
O -0.57537 -1.58222 -1.04739 2.17 -3.89 -2.53 0.11
H 2.65026 1.54076 1.82440 -0.04 1.41 1.78 0.03
H 1.25178 1.51940 0.60553 0.65 0.90 0.34 0.03
H 2.84313 -0.94665 1.27618 -0.46 1.34 0.33 0.07
H 1.17416 -2.49421 1.61294 -0.26 -0.23 -0.15 0.17
H 3.09175 2.02881 0.07238 -2.59 -1.00 2.10 0.14
H 2.04788 -0.36723 -0.13364 -1.91 -1.49 -3.08 -0.03
H 0.23584 -3.40742 -0.93124 0.94 -0.47 0.23 0.17
H -1.14786 2.13432 -1.81087 0.90 1.24 -0.53 0.06
H -2.62118 1.28180 -2.16572 0.99 -0.35 -0.12 0.10
H -0.97501 0.41703 -2.44435 -0.75 1.30 0.02 0.10
H -3.46346 -0.28360 -0.50226 0.21 -0.61 -0.18 0.09
H -3.62862 1.29857 0.16349 1.73 -1.15 -0.17 0.14
H -2.88407 0.03119 1.16373 -0.04 -0.12 -0.44 0.09
H -0.99586 1.37888 0.20365 -0.27 0.18 0.38 0.13
H 0.21017 -0.01485 1.54251 0.06 -2.09 -0.61 0.21
H 3.77175 -0.01800 0.08806 -1.89 -0.54 0.59 0.11
```
Positions in Å, forces in eV/Å.

# 4
Molecular formula: C4H9FeO3
Method: DFT, wB97M-V/def2-TZVPD

Its charge is +1. Its expectation value of S² is 12.0118. As for the gap between HOMO and LUMO (alpha / beta): 6.81 / 7.76 eV. The multiplicity is 7.

The geometry in XYZ format:
```
17
Properties=species:S:1:pos:R:3:forces:R:3:lowdin_charge:R:1
H -0.96945 1.25079 0.72268 -0.86 1.50 -2.52 0.16
C 2.07807 0.03532 -0.47298 1.03 0.58 0.42 -0.03
O 0.78383 -0.56164 -0.54799 -0.64 0.57 -0.94 -0.30
C 0.43850 -1.46992 0.43141 3.44 -1.67 -2.33 -0.19
C -0.32826 -1.06248 1.48745 -2.76 -0.04 2.56 0.06
H 2.05481 0.90262 -1.14158 0.30 -0.42 -0.11 0.10
H 2.26917 0.44843 0.52556 -0.28 -0.23 -0.09 0.12
H 2.84463 -0.72349 -0.68019 -0.16 0.36 -0.27 0.11
H 1.27409 -2.15189 0.62517 -0.47 -0.35 -0.28 0.14
H -2.10751 -0.38108 0.03912 -0.24 3.35 -2.94 0.17
H -1.38699 -1.28016 1.32470 -0.24 -0.01 0.77 0.07
H 0.01728 -1.31422 2.49037 -0.08 0.87 0.05 0.10
O -2.12533 0.37886 -0.75702 -0.80 -4.58 1.84 -0.16
C -1.47078 1.60351 -0.38579 0.55 -0.11 3.96 -0.44
O -0.61425 1.88799 -1.36224 0.79 -1.12 -1.20 -0.21
Fe -0.50687 0.06334 -2.06348 -0.03 1.60 1.06 1.15
H -2.25094 2.37402 -0.23520 0.45 -0.30 0.03 0.14
```
Positions in Å, forces in eV/Å.

Sequential relative energy (zero: lowest compared OMol25 entry of this formula, charge and spin) output: 0.0; 0.0; 133.0; 244.2 kJ/mol
Sequential M output: 770.748; 708.147; 142.222; 160.958 g/mol
Sequential DFT total energy output: -114528.307; -119273.982; -12079.246; -44809.805 eV